No. 1
# C26H25F2N4O2

A cluster of 2 separate species, C26H25F2N4O2 in total (wB97M-V/def2-TZVPD, the Open Molecules 2025 dataset).

XYZ file:
```
59
C26H25F2N4O2, DFT wB97M-V/def2-TZVPD
F 2.5913 -5.6739 -4.0456
C 1.8670 -4.9966 -3.0974
C 2.4325 -3.8887 -2.4698
C 1.6620 -3.1783 -1.5612
C 0.3292 -3.5710 -1.2171
C -0.3429 -2.8071 -0.2139
C -1.6775 -3.0058 0.2366
C -2.0647 -2.4186 1.4770
C -3.2422 -2.7701 2.1236
C -4.0834 -3.6984 1.5082
F -5.2206 -4.0998 2.1615
C -3.8057 -4.2431 0.2590
C -2.6462 -3.8482 -0.3938
C -0.1436 -4.7761 -1.8236
C 0.5880 -5.4557 -2.7925
H 3.4509 -3.5813 -2.6994
H 2.0754 -2.3037 -1.0610
H 0.3129 -2.2510 0.4462
H -1.3760 -1.7113 1.9318
H -3.5011 -2.3412 3.0854
H -4.4910 -4.9565 -0.1960
H -2.4857 -4.2220 -1.4015
H -1.0668 -5.2510 -1.5098
H 0.1845 -6.3370 -3.2818
C -0.2644 2.3925 -4.3292
C 0.2359 1.6035 -3.1577
O 0.6998 0.4773 -3.2286
N 0.1347 2.3217 -1.9614
C 0.0672 3.7798 -1.9369
C 0.9762 4.3566 -0.8835
N 0.7502 3.7048 0.3762
C 1.3757 4.3691 1.4802
C 0.8529 3.8320 2.7864
N 0.8870 2.3711 2.8294
C 1.0912 1.7099 4.0443
C 0.9771 2.6281 5.2164
O 1.3740 0.5077 4.1341
C 0.6695 1.6448 1.6515
C 0.4841 0.2489 1.6096
N 0.2148 -0.4281 0.4698
C 0.0555 0.2375 -0.6807
C 0.2569 1.6262 -0.7588
C 0.5498 2.3458 0.4249
H -1.2160 2.8781 -4.0830
H 0.4846 3.1413 -4.6154
H -0.4001 1.6986 -5.1549
H 0.3884 4.1844 -2.8930
H -0.9628 4.1096 -1.7460
H 2.0340 4.2681 -1.1828
H 0.7803 5.4259 -0.7433
H 2.4753 4.2778 1.4400
H 1.1517 5.4381 1.4079
H 1.4854 4.2423 3.5716
H -0.1737 4.1882 2.9503
H 0.0458 3.2042 5.1666
H 0.9844 2.0267 6.1189
H 1.8390 3.3061 5.2487
H 0.5562 -0.3584 2.5044
H -0.2068 -0.3737 -1.5409
```

Results
Strongest force on any atom = 2.84 eV/A
Relative energy (zero: lowest compared OMol25 entry of this formula, charge and spin) = 50.9 kJ/mol
Charge = +1
Spin multiplicity = 1
Energy = -1574.74897 a.u.
Kohn-Sham gap = 5.35 eV
E_LUMO = -5.079 eV

=====

No. 2
# C26H25MoN6O6S6Sb

A structure of composition C26H25MoN6O6S6Sb (wB97M-V/def2-TZVPD, the Open Molecules 2025 dataset).

XYZ file:
```
71
C26H25MoN6O6S6Sb, DFT wB97M-V/def2-TZVPD
Mo 1.0224 -0.4895 0.6270
O 5.5137 -0.6950 0.0300
C 5.7340 0.6126 -0.1521
C 7.0691 1.0136 -0.2678
C 7.3975 2.3424 -0.4328
C 6.4006 3.3147 -0.4856
C 5.0795 2.9238 -0.3875
C 4.7209 1.5841 -0.2395
C 3.2915 1.2162 -0.1680
O 3.0031 0.0005 0.1610
N 2.3852 2.0974 -0.4494
N 1.1261 1.5291 -0.3038
C 0.1858 2.3164 -0.6857
C -1.2280 2.0451 -0.7010
C -2.1014 2.9990 -1.2404
C -3.4613 2.7804 -1.3040
C -3.9705 1.5703 -0.8092
C -3.1370 0.6165 -0.2784
C -1.7390 0.8287 -0.2063
O -0.9888 -0.0848 0.3047
H 4.5664 -0.8327 0.2531
H 7.8293 0.2462 -0.1986
H 8.4408 2.6279 -0.5057
H 6.6555 4.3612 -0.5935
H 4.2804 3.6520 -0.4275
H 0.5134 3.2868 -1.0531
H -1.6795 3.9276 -1.6127
H -4.1230 3.5300 -1.7187
H -5.0386 1.3824 -0.8411
H -3.5174 -0.3209 0.1104
S 4.3902 -0.2058 4.4506
Sb 2.3917 -1.0352 3.7809
S 2.5135 -2.2196 1.7101
S 1.0590 0.6842 2.7479
S 1.0712 -2.1905 5.2520
N -4.5624 -0.1773 -4.1861
C -3.2905 -0.6681 -3.8355
C -3.0466 -2.0394 -3.7854
C -1.7952 -2.5190 -3.4277
C -0.7810 -1.6241 -3.1307
C -1.0075 -0.2563 -3.2082
C -2.2534 0.2215 -3.5628
S 0.7880 -2.1728 -2.5321
O 0.9738 -3.5326 -2.9602
O 1.7504 -1.1748 -2.9121
N 0.6221 -2.0497 -0.9352
C -0.2056 -2.7969 -0.1625
N -0.1833 -2.2711 1.0868
C -0.8568 -2.8448 2.0592
C -1.6298 -3.9643 1.7772
C -1.6336 -4.4080 0.4680
N -0.9279 -3.8527 -0.5197
H -5.3074 -0.8162 -3.9525
H -4.7465 0.7331 -3.7900
H -3.8507 -2.7344 -4.0035
H -1.6028 -3.5800 -3.3437
H -0.2031 0.4291 -2.9717
H -2.4352 1.2906 -3.5854
H -0.7400 -2.4292 3.0544
H -2.2009 -4.4553 2.5501
H -2.2329 -5.2693 0.1864
C -1.8361 0.1370 5.1702
S -2.4997 -0.0827 3.5186
C -2.7171 1.6674 3.1698
O -3.8708 -0.6674 3.6908
H -2.6409 0.5282 5.7951
H -0.9794 0.8092 5.1248
H -1.4814 -0.8317 5.5177
H -1.7281 2.1061 3.0269
H -3.2495 2.1427 3.9950
H -3.2947 1.7381 2.2488
```

Results
Strongest force on any atom = 0.59 eV/A
Charge = -2
Spin multiplicity = 3
Energy = -4483.59914 a.u.
Kohn-Sham gap (alpha / beta) = 6.35 / 6.33 eV
E_LUMO (alpha / beta) = 3.985 / 3.901 eV

=====

No. 3
# C26H25N3O5S

An isolated molecule of C26H25N3O5S (wB97M-V/def2-TZVPD, the Open Molecules 2025 dataset).

XYZ file:
```
60
C26H25N3O5S, DFT wB97M-V/def2-TZVPD
C 2.8652 7.5304 2.4281
C 1.3474 7.5300 2.2338
C 0.8815 6.1878 1.7479
C 0.5070 5.1955 2.6455
C 0.1217 3.9467 2.2006
C 0.1065 3.6594 0.8382
N -0.2997 2.3763 0.4473
C -0.2795 1.8197 -0.7885
O 0.0656 2.3730 -1.8076
C -0.7943 0.3814 -0.8098
C -2.3172 0.3207 -0.6911
C -2.9885 0.9901 -1.8841
S -0.0218 -0.5906 0.5405
C 0.2576 -2.1216 -0.2665
N -0.0768 -2.2296 -1.5017
C 0.1689 -3.4045 -2.1497
C -0.1905 -3.5019 -3.5062
C 0.0788 -4.6855 -4.1329
C 0.6839 -5.7690 -3.4658
C 1.0355 -5.6968 -2.1494
C 0.7713 -4.4868 -1.4834
C 1.1245 -4.3580 -0.0786
O 1.6317 -5.2256 0.6016
N 0.8342 -3.1020 0.4804
C 1.1178 -2.9073 1.8922
C -0.1434 -2.7894 2.6842
C -1.2983 -3.5147 2.6462
C -2.1593 -2.9324 3.6082
C -1.4624 -1.9016 4.1555
O -0.2425 -1.8047 3.5999
O 0.8279 -6.8077 -4.3425
C 0.3104 -6.3577 -5.5743
O -0.1610 -5.0343 -5.4262
C 0.4787 4.6449 -0.0693
C 0.8619 5.8903 0.3916
H 3.1530 6.7787 3.1597
H 3.2047 8.5031 2.7766
H 3.3660 7.3026 1.4899
H 0.8629 7.7705 3.1823
H 1.0785 8.2997 1.5077
H 0.5151 5.4032 3.7059
H -0.1669 3.1840 2.9111
H -0.5652 1.7735 1.2157
H -0.4703 -0.0987 -1.7359
H -2.6347 0.8052 0.2362
H -2.6169 -0.7287 -0.6436
H -2.7005 0.4926 -2.8065
H -2.6965 2.0347 -1.9556
H -4.0696 0.9370 -1.7831
H -0.6490 -2.6690 -4.0092
H 1.4986 -6.5115 -1.6192
H 1.7186 -2.0042 2.0349
H 1.6939 -3.7874 2.2012
H -1.5039 -4.3576 2.0183
H -3.1535 -3.2443 3.8534
H -1.7101 -1.1940 4.9213
H -0.5193 -7.0104 -5.8883
H 1.1019 -6.3823 -6.3402
H 0.4713 4.4307 -1.1244
H 1.1493 6.6484 -0.3224
```

Results
Strongest force on any atom = 1.30 eV/A
Relative energy (zero: lowest compared OMol25 entry of this formula, charge and spin) = 244.5 kJ/mol
Spin multiplicity = 1
Energy = -1944.45941 a.u.
Structure (SMILES) = CCc1ccc(NC(=O)[C@H](CC)Sc2nc3cc4c(cc3c(=O)n2Cc2ccco2)OCO4)cc1
Kohn-Sham gap = 8.59 eV
E_LUMO = 0.565 eV

=====

No. 4
# C26H25N5O4

An isolated molecule of C26H25N5O4 (wB97M-V/def2-TZVPD, the Open Molecules 2025 dataset).

XYZ file:
```
60
C26H25N5O4, DFT wB97M-V/def2-TZVPD
C -4.1601 -0.6614 -0.1751
O -3.8100 -1.9641 -0.6100
C -2.4977 -2.2867 -0.7533
C -2.1818 -3.6235 -0.5325
C -0.8798 -4.0855 -0.5950
C 0.1495 -3.2069 -0.8918
C 1.5914 -3.6029 -0.7479
C 2.0467 -3.3453 0.7068
N 1.6694 -2.0222 1.1351
C 0.4511 -1.6462 1.6475
N -0.4626 -2.4863 2.1556
C 0.3322 -0.2551 1.6676
C -0.8989 0.4347 2.0075
O -1.9168 -0.1651 2.3578
N -0.8301 1.7784 1.8866
C -1.9896 2.6305 2.0192
C -2.4900 3.0938 0.6869
C -1.9071 3.8708 -0.2726
C -2.8299 3.9318 -1.3458
C -3.8996 3.1868 -0.9573
O -3.7008 2.6765 0.2674
C 1.5232 0.2600 1.0998
N 1.9026 1.4878 0.8182
C 3.1187 1.5942 0.2273
C 3.6047 2.8744 -0.0997
C 4.8265 3.0193 -0.6970
C 5.6128 1.8970 -0.9972
C 5.1684 0.6376 -0.6988
C 3.9186 0.4537 -0.0830
N 3.5006 -0.8146 0.1841
C 2.3408 -0.8841 0.7657
C -0.1654 -1.8854 -1.1886
C -1.4662 -1.4047 -1.1371
O -1.8014 -0.1158 -1.4419
C -0.7871 0.7801 -1.8246
H -3.5499 -0.3537 0.6768
H -5.2024 -0.7343 0.1333
H -4.0652 0.0720 -0.9770
H -2.9932 -4.2890 -0.2831
H -0.6669 -5.1255 -0.3941
H 2.2156 -3.0067 -1.4145
H 1.7370 -4.6582 -0.9790
H 1.5969 -4.0735 1.3856
H 3.1344 -3.4153 0.7723
H -0.5256 -3.4312 1.8133
H -1.3324 -1.9969 2.3756
H 0.0300 2.1689 1.5213
H -2.7707 2.0383 2.5033
H -1.7332 3.4893 2.6491
H -0.9458 4.3401 -0.2229
H -2.7104 4.4587 -2.2705
H -4.8279 2.9575 -1.4415
H 2.9877 3.7265 0.1418
H 5.1956 4.0045 -0.9414
H 6.5752 2.0348 -1.4675
H 5.7561 -0.2399 -0.9204
H 0.6382 -1.2180 -1.4602
H -1.2947 1.7225 -2.0253
H -0.0547 0.9332 -1.0263
H -0.2760 0.4438 -2.7327
```

Results
Strongest force on any atom = 1.22 eV/A
Relative energy (zero: lowest compared OMol25 entry of this formula, charge and spin) = 0.0 kJ/mol
Spin multiplicity = 1
Energy = -1580.55885 a.u.
Structure (SMILES) = COc1ccc(CCn2c(N)c(C(=O)NCc3ccco3)c3nc4ccccc4nc32)cc1OC
Kohn-Sham gap = 7.78 eV
E_LUMO = -0.014 eV